1.
Computed, not measured: an isolated molecule of C20H30N2O, with ωB97M-V with the def2-TZVPD basis set.

XYZ file:
```
53
Properties=species:S:1:pos:R:3:lowdin_charge:R:1
C -4.2987 -1.4012 3.2856 -0.07
C -4.0313 0.0529 2.9073 -0.20
N -3.6272 0.1764 1.5135 -0.07
C -4.6955 0.3966 0.5652 -0.21
C -5.2211 1.8340 0.5935 -0.07
C -2.3055 0.0270 1.2443 -0.42
O -1.5027 -0.1246 2.1496 0.06
C -1.8420 0.0533 -0.2080 -0.21
C -1.6517 1.4910 -0.7002 -0.14
C -1.0728 1.4671 -2.1106 -0.17
C 0.2229 0.6607 -2.1389 -0.21
N -0.0443 -0.6877 -1.6826 -0.15
C 1.0350 -1.6332 -1.9353 -0.16
C 2.3012 -1.3864 -1.1410 -0.26
C 2.4571 -2.1768 0.1219 -0.05
C 3.2009 -0.5056 -1.5862 -0.04
C 4.4291 -0.0773 -0.9177 -0.22
C 4.4737 0.2107 0.4454 -0.05
C 5.6519 0.6242 1.0398 -0.08
C 6.8059 0.7580 0.2868 -0.10
C 6.7701 0.4940 -1.0729 -0.09
C 5.5919 0.0904 -1.6700 -0.04
C -0.4986 -0.6776 -0.3069 -0.16
H -3.3907 -1.9838 3.1560 0.07
H -4.6085 -1.4632 4.3252 0.07
H -5.0819 -1.8286 2.6624 0.07
H -4.9235 0.6590 3.0704 0.11
H -3.2175 0.4420 3.5228 0.12
H -5.5154 -0.2896 0.8054 0.12
H -4.3516 0.1642 -0.4413 0.11
H -5.9640 1.9666 -0.1887 0.07
H -5.6855 2.0655 1.5485 0.06
H -4.4119 2.5412 0.4314 0.06
H -2.5496 -0.4667 -0.8583 0.14
H -0.9625 2.0052 -0.0260 0.13
H -2.5986 2.0323 -0.6957 0.10
H -0.8788 2.4840 -2.4563 0.11
H -1.7909 1.0030 -2.7895 0.12
H 0.6008 0.6105 -3.1634 0.12
H 0.9814 1.1660 -1.5148 0.12
H 1.2502 -1.5853 -3.0072 0.12
H 0.6418 -2.6292 -1.7112 0.12
H 3.4924 -2.1808 0.4544 0.08
H 1.8367 -1.7746 0.9228 0.08
H 2.1401 -3.2055 -0.0490 0.08
H 3.0511 -0.0660 -2.5658 0.11
H 3.5732 0.1395 1.0360 0.11
H 5.6686 0.8464 2.0973 0.10
H 7.7263 1.0762 0.7542 0.10
H 7.6644 0.6078 -1.6690 0.10
H 5.5670 -0.1135 -2.7316 0.11
H -0.6253 -1.7092 0.0293 0.14
H 0.2136 -0.1794 0.3692 0.13
```

Output
HOMO-LUMO gap = 9.05 eV
relative energy (zero: lowest compared OMol25 entry of this formula, charge and spin) = 22.6 kcal/mol
SMILES string = CCN(CC)C(=O)[C@H]1CCCN(C/C(C)=C/c2ccccc2)C1
total charge = 0
DFT total energy = -964.84873 Ha

2.
Computed, not measured: CH29CdO17 as an isolated structure, with ωB97M-V with the def2-TZVPD basis set.

XYZ file:
```
48
Properties=species:S:1:pos:R:3:lowdin_charge:R:1
Cd -1.3923 -2.5321 -2.1107 1.59
C -0.1369 -0.5615 -0.9464 -0.76
O -1.2786 -0.4013 -1.3784 -0.05
O 0.4970 0.3124 -0.0914 0.13
O 0.4219 -1.5969 -1.2706 -0.12
H -0.0256 0.9907 0.2436 0.05
O -1.1112 2.4257 0.7844 0.01
H -1.7018 2.3427 0.0795 0.00
H -0.8369 3.3262 0.7507 0.08
O -1.2490 -3.1488 0.1586 -0.07
H -2.0753 -3.4542 0.5316 0.09
H -0.5238 -3.7603 0.4390 0.13
O 2.8476 -2.1762 -2.3324 -0.06
H 1.8734 -2.0621 -2.4393 -0.01
H 3.1853 -2.6114 -3.1377 0.06
O -3.1913 1.6732 -0.9100 -0.04
H -2.9843 1.0751 -0.1961 -0.04
H -3.7137 2.3503 -0.5084 0.06
O 1.1938 0.1625 2.6889 -0.03
H 1.2861 1.0840 2.6605 -0.03
H 1.5054 -0.1078 1.8145 -0.01
O 2.1485 -1.6932 0.7322 0.02
H 1.7613 -1.4744 -0.0504 -0.08
H 2.4636 -2.5549 0.5045 0.05
O -1.7016 1.3697 3.1080 -0.03
H -1.3117 0.5170 3.1523 -0.01
H -1.5397 1.7393 2.2443 -0.04
O -0.9578 -1.4022 2.2681 -0.03
H -0.9148 -1.8595 1.4310 -0.02
H -0.1072 -0.9891 2.3334 -0.01
O -3.0503 -0.1785 0.9416 -0.02
H -2.2927 -0.5527 1.3777 -0.01
H -3.5702 0.0887 1.6523 0.04
O -1.2952 1.8747 -3.0114 -0.02
H -1.3174 1.0536 -2.5742 -0.06
H -2.1754 2.1857 -2.9932 0.01
O 3.5854 0.9616 1.4517 -0.04
H 3.0078 1.5423 0.9365 0.02
H 3.7319 1.4970 2.2490 0.06
O -0.0627 -2.4516 -4.0054 -0.09
H 0.3625 -1.6044 -4.2828 0.11
H 0.4464 -3.1705 -4.4237 0.09
O 2.7266 1.0339 -1.7112 -0.04
H 2.8052 0.1622 -2.1676 0.03
H 1.9454 0.9419 -1.1607 -0.02
O 1.1445 2.9711 2.5686 -0.01
H 1.2007 3.2640 1.6666 0.04
H 0.3771 3.3981 2.9328 0.06
```

Output
HOMO-LUMO gap = 5.58 eV
total charge = +1
DFT total energy = -1502.04231 Ha

3.
Computed, not measured: an isolated molecule of C6H10OS, with ωB97M-V with the def2-TZVPD basis set.

XYZ file:
```
18
Properties=species:S:1:pos:R:3:lowdin_charge:R:1
C 0.4356 -1.8612 -1.6407 0.01
C 0.3667 -0.5518 -1.8775 -0.47
O 1.1907 0.0346 -2.7307 0.09
C -0.6776 0.3457 -1.2063 -0.04
C -0.9151 0.7412 0.0534 -0.14
C -0.3001 0.2984 1.3877 -0.67
C -0.3511 1.3295 2.5713 -0.14
S 1.4582 -0.0667 1.0782 0.76
H 1.1642 -2.3311 -2.2698 0.06
H -0.3366 -2.5160 -1.1564 0.10
H 1.7663 -0.5930 -3.1140 0.09
H -1.4451 0.8531 -1.7757 0.10
H -1.9671 1.1645 0.2472 0.13
H -0.7305 -0.6658 1.8406 0.12
H -1.3182 1.4652 2.9928 0.06
H 0.0676 2.2075 2.1302 0.06
H 0.2863 1.0581 3.3995 0.06
H 1.3059 -0.9121 0.0703 -0.18
```

Output
HOMO-LUMO gap = 9.45 eV
relative energy (zero: lowest compared OMol25 entry of this formula, charge and spin) = 60.9 kcal/mol
SMILES string = C=C(O)/C=C\[C@H](C)S
total charge = 0
DFT total energy = -707.95327 Ha

4.
Computed, not measured: an isolated molecule of C4H8N2, with ωB97M-V with the def2-TZVPD basis set.

XYZ file:
```
14
Properties=species:S:1:pos:R:3:lowdin_charge:R:1
C -0.6445 -0.5247 1.1286 -0.10
N -0.1978 -0.4206 -0.2529 -0.28
C 1.0223 -1.1505 -0.5367 -0.11
C -0.1919 0.9155 -0.8432 -0.19
C -0.7185 1.9756 0.0301 -0.22
N -1.0617 2.8276 0.7324 0.15
H -0.3415 -1.5004 1.5178 0.08
H -1.7373 -0.4679 1.1848 0.09
H -0.2286 0.2472 1.7944 0.08
H 1.8958 -0.8066 0.0475 0.09
H 1.2661 -1.0617 -1.6008 0.08
H 0.8642 -2.2135 -0.3269 0.08
H -0.7522 0.9226 -1.7877 0.12
H 0.8255 1.2573 -1.0875 0.12
```

Output
HOMO-LUMO gap = 9.74 eV
relative energy (zero: lowest compared OMol25 entry of this formula, charge and spin) = 25.0 kcal/mol
SMILES string = CN(C)CC#N
total charge = 0
DFT total energy = -266.68224 Ha